{"formula": "C27H41NP2Pd", "method": "the ωB97M-V functional and the def2-TZVPD basis", "species": ["P", "P", "C", "C", "H", "H", "H", "H", "C", "H", "H", "H", "C", "H", "H", "H", "C", "H", "H", "H", "C", "H", "H", "H", "Pd", "C", "C", "C", "C", "C", "C", "C", "C", "C", "H", "H", "H", "H", "H", "H", "H", "H", "H", "H", "H", "H", "H", "H", "H", "C", "C", "C", "C", "C", "C", "N", "C", "C", "C", "C", "C", "C", "H", "H", "H", "H", "H", "H", "H", "H", "H", "H"], "coordinates": [[-2.4372, -3.9993, -0.5384], [-0.2411, -3.0911, 2.5782], [-1.9353, -4.8751, 1.0170], [-1.7981, -4.0254, 2.2836], [-1.0153, -5.4342, 0.8114], [-2.7486, -5.6081, 1.1689], [-2.5994, -3.2667, 2.3415], [-1.9010, -4.7239, 3.1253], [1.1534, -3.9026, 1.7427], [2.0076, -3.2181, 1.7656], [0.9291, -4.1232, 0.6933], [1.4529, -4.8348, 2.2348], [-0.0556, -3.2669, 4.3890], [-0.8023, -3.9677, 4.7882], [-0.2670, -2.2689, 4.8060], [0.9708, -3.5802, 4.6326], [-3.2153, -5.5948, -1.2570], [-3.5764, -5.5023, -2.2872], [-4.0738, -5.8716, -0.6285], [-2.5198, -6.4476, -1.2151], [-4.1361, -3.4929, 0.0393], [-4.0586, -2.5920, 0.6561], [-4.5728, -4.3052, 0.6334], [-4.8161, -3.2949, -0.8004], [-0.5775, -1.1221, 2.2745], [0.2280, -3.3834, -2.0688], [-0.6613, -4.4594, -1.8483], [-0.8739, -5.0334, -3.2476], [-1.5697, -4.0029, -4.1383], [-2.7217, -3.3947, -3.4867], [-2.7301, -2.6679, -2.2853], [-1.6747, -1.6462, -1.8908], [-0.2146, -2.0094, -2.2724], [-2.0177, 0.2193, 2.6447], [1.2583, -3.5128, -1.7337], [-0.2974, -5.2330, -1.1425], [-1.3551, -6.0194, -3.2420], [0.1716, -5.1445, -3.6350], [-0.8530, -3.2387, -4.4735], [-1.8985, -4.5356, -5.0437], [-3.6697, -3.4552, -4.0278], [-3.7529, -2.2941, -2.0580], [-1.7325, -1.4264, -0.7886], [-1.9528, -0.6772, -2.3568], [-0.0189, -1.6949, -3.3116], [0.4072, -1.3508, -1.6530], [-1.5077, 1.1948, 2.7115], [-2.3640, -0.1820, 3.6138], [-2.7524, 0.1449, 1.8267], [4.3527, -0.3540, 5.2127], [3.1353, -1.0312, 5.3484], [2.0877, -0.7343, 4.4892], [2.2963, -0.0200, 3.2895], [3.5282, 0.7025, 3.1974], [4.5190, 0.5655, 4.1681], [1.3774, -0.0506, 2.2621], [1.4466, 0.9364, 1.2798], [1.1852, 2.2832, 1.6291], [1.1675, 3.2750, 0.6567], [1.4826, 2.9607, -0.6645], [1.8323, 1.6577, -1.0170], [1.7924, 0.6356, -0.0667], [5.1506, -0.5220, 5.9358], [2.9966, -1.7749, 6.1356], [1.0654, -1.0508, 4.6998], [3.6957, 1.3652, 2.3482], [5.4260, 1.1655, 4.1101], [0.9534, 2.4974, 2.6775], [0.9094, 4.2974, 0.9490], [1.4720, 3.7469, -1.4290], [2.1328, 1.4217, -2.0416], [2.0260, -0.4024, -0.3127]], "s_squared": 2.047, "de_lowest_kj_mol": 534.8, "charge": 0, "spin_multiplicity": 3, "gap_ev": [3.02, 2.72], "mol_weight_g_mol": 548.00, "e_tot_ev": -52201.23343}